Density functional theory data (wB97M-V/def2-TZVPD) for a molecular structure, C38H51N9O2P2SV.

As for the spin multiplicity: 4. The calculation puts the HOMO energy (spin up / spin down) at -10.9 / -11.5 eV. The energy comes out at -112828.6424 eV. The charge is +2. The energy above the lowest of the compared OMol25 structures with the same formula, charge and spin comes out at 3.625 eV. The calculation puts the molecular weight at 810.85 Da.

Geometry as XYZ:
```
104
Properties=species:S:1:pos:R:3:forces:R:3
V 0.980071 0.987556 -0.228005 1.42 -0.80 1.13
C 0.263775 3.275876 2.264943 0.06 -0.08 0.10
C 0.383348 3.797183 0.873405 -0.11 0.13 0.48
C 0.348668 5.172128 0.655700 -0.05 0.13 -0.46
C 0.310082 5.674201 -0.632996 -0.03 -0.16 0.33
C 0.290540 4.772824 -1.683091 -0.03 -0.55 -0.10
C 0.397361 3.418810 -1.397390 -0.21 1.19 0.15
N 0.472448 2.931604 -0.143029 -0.18 1.48 -0.40
C 0.570016 2.423987 -2.448911 -0.05 0.05 -0.70
C 0.025571 2.499393 -3.725456 0.08 -0.07 0.01
C 0.343572 1.509409 -4.644858 0.16 0.10 0.35
C 1.297137 0.563467 -4.295892 -0.01 0.11 0.21
C 1.839015 0.584546 -3.015177 -0.17 -0.02 -0.50
N 1.401923 1.437567 -2.077030 0.14 0.56 -2.58
C 2.980939 -0.223685 -2.593133 0.85 -0.52 -0.11
C 3.953478 -0.634099 -3.507572 -0.32 0.33 0.21
C 5.101761 -1.238607 -3.018327 -0.01 0.00 0.22
C 5.201258 -1.449048 -1.655413 -0.10 0.07 -0.33
C 4.149192 -1.069180 -0.815807 0.19 -0.11 0.20
C 4.230706 -1.357521 0.642676 -0.04 -0.05 0.13
N 3.078867 -0.436101 -1.279387 -0.37 0.53 -0.30
H -0.293234 3.968558 2.892900 -0.12 0.05 -0.07
H -0.241450 2.308775 2.246004 0.03 -0.01 0.09
H 1.250556 3.153784 2.712143 -0.02 -0.07 -0.03
H 0.341844 5.835625 1.505560 -0.05 0.03 0.10
H 0.280348 6.736221 -0.820844 -0.01 0.09 0.02
H 0.225317 5.099247 -2.708908 0.07 0.07 -0.08
H -0.634709 3.309103 -3.992792 -0.11 0.04 0.05
H -0.109420 1.498308 -5.624164 -0.03 0.04 -0.08
H 1.621568 -0.174071 -5.014103 0.07 -0.01 -0.01
H 3.855661 -0.401242 -4.557470 -0.01 0.02 -0.08
H 5.900290 -1.515949 -3.692484 0.06 -0.01 0.03
H 6.092561 -1.872635 -1.220417 0.05 -0.14 0.02
H 4.871214 -2.214219 0.838198 0.03 -0.08 -0.03
H 4.649528 -0.493378 1.157093 -0.04 -0.01 0.11
H 3.233617 -1.532637 1.043677 0.03 0.02 0.07
S 2.647689 1.381941 1.320794 0.22 0.20 0.36
C 1.855272 0.459367 2.608826 -0.66 -0.02 -1.80
N 2.515984 0.417581 3.743175 0.88 0.13 1.17
N 2.079895 -0.102411 4.870566 0.78 -0.22 -0.11
C 0.790862 -0.330110 5.342459 -1.07 -0.18 0.27
C 0.577468 -1.326720 6.300665 0.22 0.23 -0.34
C -0.694275 -1.545933 6.795437 -0.13 0.08 0.02
C -1.757394 -0.766954 6.364215 -0.03 -0.08 0.03
C -1.541618 0.246903 5.441973 0.06 -0.06 0.02
C -0.278953 0.465607 4.930512 0.29 0.01 0.15
N 0.764685 -0.224475 2.313759 0.40 -0.58 2.12
N 0.331191 -0.123603 1.068513 -0.33 -0.34 0.37
C -0.615807 -1.073575 0.721227 -0.84 -0.90 -0.12
C -1.144243 -1.988376 1.645184 0.16 0.25 -0.05
C -2.054711 -2.948509 1.234366 -0.21 0.11 -0.09
C -2.469391 -3.015630 -0.094151 -0.11 0.07 0.09
C -1.974138 -2.091699 -1.009442 -0.08 0.06 0.00
C -1.052863 -1.142671 -0.612186 0.03 -0.02 0.43
H 2.840327 -0.249916 5.529328 -0.28 0.11 -0.19
H 1.405155 -1.925278 6.651682 0.12 -0.08 0.00
H -0.856781 -2.322120 7.528256 0.01 -0.04 0.06
H -2.745269 -0.936831 6.761987 -0.11 -0.01 0.04
H -2.356646 0.883005 5.134458 -0.11 0.07 -0.04
H -0.088220 1.278478 4.250165 -0.08 0.05 -0.10
H -0.841374 -1.910429 2.677907 0.04 -0.02 0.08
H -2.458522 -3.642426 1.955851 -0.08 -0.06 0.13
H -3.201151 -3.746798 -0.405359 -0.07 -0.05 -0.01
H -2.318241 -2.122307 -2.031692 0.08 0.00 -0.10
H -0.629356 -0.462619 -1.346316 -0.11 -0.15 -0.14
C -4.351419 0.899793 -2.345297 0.17 0.08 -0.06
C -2.898474 1.304433 -2.136760 0.21 -0.05 0.19
P -2.330499 1.676183 -0.388636 -1.16 0.03 -0.29
C -3.605834 0.731020 0.598671 0.39 0.18 -0.03
C -3.293698 0.716668 2.093352 0.01 -0.03 -0.05
C -3.008748 3.420848 -0.313550 0.28 -0.31 0.00
C -3.203862 3.972940 1.093186 -0.02 0.01 -0.15
H -4.545104 0.826672 -3.415161 -0.15 -0.04 0.00
H -5.034745 1.632447 -1.924822 -0.14 0.04 0.01
H -4.556379 -0.065739 -1.891171 -0.10 -0.07 0.02
H -2.696299 2.212125 -2.712563 0.12 -0.01 -0.01
H -2.255568 0.516609 -2.538765 0.06 0.06 -0.08
H -3.596623 -0.296956 0.222185 -0.08 0.16 -0.02
H -4.593078 1.161849 0.419885 -0.01 -0.11 -0.08
H -2.244539 0.473408 2.262475 0.06 0.01 0.13
H -3.895110 -0.039055 2.599035 -0.01 0.02 0.06
H -3.503664 1.679530 2.553436 0.03 0.01 0.08
H -3.955930 3.456008 -0.860023 0.09 0.00 -0.04
H -2.289062 4.044155 -0.856980 -0.09 -0.05 -0.05
H -4.107559 3.567044 1.539844 -0.04 0.01 0.11
H -3.302133 5.057242 1.060608 -0.04 0.03 0.07
H -2.363415 3.723690 1.736143 0.06 0.03 0.14
N 1.574782 -3.840463 -4.737171 -0.58 0.00 -0.49
C 2.361167 -3.682786 -3.499727 0.08 0.16 1.01
P 1.022825 -3.380770 -2.195022 0.22 -0.79 0.21
O -0.176275 -3.251465 -3.091997 -0.18 -0.19 -0.64
O 1.334450 -2.330998 -1.193122 0.43 -0.32 0.03
C 0.866245 -4.929096 -1.105871 0.15 0.32 -0.96
N 0.408903 -4.352054 0.169775 -0.04 0.44 0.35
H 1.565361 -4.790225 -5.113738 0.08 0.21 0.04
H 1.834318 -3.190575 -5.479275 0.05 -0.21 0.09
H 0.553449 -3.580104 -4.312448 0.11 -0.07 -0.30
H 2.987395 -2.786805 -3.553608 -0.15 -0.23 0.01
H 3.001944 -4.537637 -3.289140 -0.08 -0.01 -0.12
H 1.840223 -5.400874 -0.976294 -0.04 0.04 0.10
H 0.156406 -5.661589 -1.486357 0.00 0.09 0.01
H 0.836799 -3.381433 0.152426 -0.21 -0.28 0.37
H 0.695439 -4.877894 0.999412 -0.18 0.14 -0.15
H -0.624679 -4.175440 0.185262 0.56 -0.15 0.10
```
Positions in Å, forces in eV/Å.